1.
Density functional theory data (ωB97M-V with the def2-TZVPD basis set) for a 2-piece molecular cluster, C3H8NO overall at a distorted geometry.

ORCA input file:
```
! RIJCOSX wB97M-V def2-TZVPD def2/J DEFGRID3
* xyz 1 1
C -2.079 -0.201 -0.229
C -0.449 1.549 -0.521
N -0.733 0.366 -0.145
H -2.386 -0.577 0.744
H -2.082 -1.029 -0.932
H -2.757 0.587 -0.540
H -1.224 2.273 -0.750
H 0.585 1.858 -0.597
H 0.110 -0.222 -0.051
O 1.609 -0.990 0.498
C 2.779 -1.148 0.746
H 3.043 -1.521 1.744
H 3.585 -0.946 0.033
*
```

Summary:
* energy: -6770.31320 eV
* HOMO-LUMO gap: 9.80 eV

---

2.
Density functional theory data (ωB97M-V with the def2-TZVPD basis set) for a 2-piece molecular cluster, C3H8NO2 overall at a distorted geometry.

ORCA input file:
```
! RIJCOSX wB97M-V def2-TZVPD def2/J DEFGRID3
* xyz -1 1
C 1.128 -0.816 -0.599
C 0.422 1.195 0.909
C -0.119 0.038 -0.111
N -1.199 -0.658 0.650
O -2.362 -0.144 0.299
O -0.673 0.635 -1.283
H 1.268 -0.137 -1.604
H 0.798 -1.847 -0.853
H 2.015 -0.719 0.032
H -0.362 1.918 0.854
H 1.566 1.373 0.623
H 0.451 0.863 2.031
H -1.249 -2.175 -0.081
H -1.685 0.473 -0.867
*
```

Summary:
* energy: -8821.41557 eV
* HOMO-LUMO gap (spin up / spin down): 6.84 / 6.84 eV

---

3.
Density functional theory data (ωB97M-V with the def2-TZVPD basis set) for an isolated ion of composition C3H8NO2 and charge -1.

ORCA input file:
```
! RIJCOSX wB97M-V def2-TZVPD def2/J DEFGRID3
* xyz -1 1
O -2.267 0.189 0.149
C -1.434 0.594 -0.778
N -0.185 1.334 -0.240
C 0.792 0.453 0.376
C 0.959 -0.936 -0.219
O 1.895 -1.681 0.582
H -0.983 -0.203 -1.397
H -1.810 1.325 -1.545
H -0.600 1.867 0.519
H 0.626 0.263 1.447
H 1.783 0.910 0.302
H 1.334 -0.863 -1.245
H 0.030 -1.497 -0.199
H 2.559 -1.052 0.878
*
```

Summary:
* SMILES: [O-]CNCCO
* energy: -8824.94070 eV
* HOMO-LUMO gap: 6.34 eV

---

4.
Density functional theory data (ωB97M-V with the def2-TZVPD basis set) for a 2-piece molecular cluster, C3H8NO2 overall at a distorted geometry.

ORCA input file:
```
! RIJCOSX wB97M-V def2-TZVPD def2/J DEFGRID3
* xyz 0 2
O 1.682 -0.855 -0.787
C 2.341 -0.631 0.192
O 1.870 -0.048 1.323
H 3.387 -0.920 0.367
H 2.595 -0.044 1.998
C -0.998 -0.076 -0.017
C -0.974 1.018 0.768
N -1.757 -0.082 -1.301
H -0.426 -0.991 0.057
H -0.292 1.053 1.569
H -1.644 1.871 0.631
H -1.122 0.137 -2.064
H -2.492 0.621 -1.272
H -2.170 -1.054 -1.463
*
```

Summary:
* energy: -8821.41230 eV
* HOMO-LUMO gap (spin up / spin down): 3.55 / 10.35 eV
* ⟨S²⟩: 0.75

---

5.
Density functional theory data (ωB97M-V with the def2-TZVPD basis set) for an isolated ion of composition C3H8NO2 and charge +1 at a distorted geometry.

ORCA input file:
```
! RIJCOSX wB97M-V def2-TZVPD def2/J DEFGRID3
* xyz 1 1
C 2.623 -0.245 -0.062
O 1.417 -0.017 0.662
C 0.206 -0.022 -0.065
O -0.411 -1.237 -0.341
C -1.024 -0.454 0.638
N -2.380 0.136 0.079
H 3.380 0.010 0.839
H 2.809 0.418 -0.866
H 2.671 -1.291 -0.434
H -0.035 0.692 -0.921
H -1.084 -0.866 1.633
H -2.485 1.209 0.096
H -3.209 -0.312 0.616
H -2.555 -0.268 -0.918
*
```

Summary:
* SMILES: CO[C@H]1O[C@@H]1[NH3+]
* energy: -8816.22311 eV
* HOMO-LUMO gap: 10.65 eV

---

6.
Density functional theory data (ωB97M-V with the def2-TZVPD basis set) for C3H8NO2S as an isolated structure at a distorted geometry.

ORCA input file:
```
! RIJCOSX wB97M-V def2-TZVPD def2/J DEFGRID3
* xyz -1 1
C -2.674 -0.347 -0.599
C -1.257 -0.081 -0.136
S -1.121 0.825 1.440
H -3.180 0.575 -0.930
H -3.202 -0.742 0.284
H -2.711 -1.105 -1.400
H -0.715 0.528 -0.839
H -0.804 -1.075 -0.024
N 2.956 0.675 -0.251
C 1.976 -0.240 0.251
O 1.625 0.203 1.457
O 1.577 -1.267 -0.333
H 3.729 0.366 -0.855
H 3.194 1.338 0.481
H 0.607 0.348 1.453
*
```

Summary:
* energy: -19662.85443 eV
* HOMO-LUMO gap: 6.78 eV

---

7.
Density functional theory data (ωB97M-V with the def2-TZVPD basis set) for an isolated ion of composition C3H8NO2S and charge +1 at a distorted geometry.

ORCA input file:
```
! RIJCOSX wB97M-V def2-TZVPD def2/J DEFGRID3
* xyz 1 1
C 0.299 1.408 -1.337
C -0.128 0.273 -0.596
C 0.146 0.283 1.172
N -0.880 -0.648 1.557
S 0.528 -1.255 -1.070
O 0.078 -2.338 -0.137
O 0.793 -1.613 -2.390
H 1.134 2.024 -0.657
H 0.690 1.183 -2.402
H -0.506 2.206 -1.427
H -0.010 1.302 1.517
H 1.175 -0.124 1.030
H -0.709 -1.592 0.908
H -1.788 -0.200 1.303
H -0.819 -0.909 2.530
*
```

Summary:
* SMILES: CC(C[NH3+])=S(=O)=O
* energy: -19649.84668 eV
* HOMO-LUMO gap: 8.08 eV

---

8.
Density functional theory data (ωB97M-V with the def2-TZVPD basis set) for C3H8NO2Zr as an isolated structure at a distorted geometry.

ORCA input file:
```
! RIJCOSX wB97M-V def2-TZVPD def2/J DEFGRID3
* xyz 3 1
C 0.093 -1.336 0.845
C -0.396 0.181 0.534
O 0.416 1.121 1.072
C -0.433 0.504 -1.047
O 0.791 1.245 -1.445
N 1.768 0.562 -1.717
H -0.662 -2.022 1.352
H 0.359 -1.826 -0.098
H 0.966 -1.234 1.485
H -1.499 0.331 1.028
H 0.063 1.539 1.878
H -0.593 -0.380 -1.680
H -1.264 1.199 -1.195
H 2.622 1.082 -1.387
Zr -2.232 -0.969 0.376
*
```

Summary:
* energy: -10061.25264 eV
* HOMO-LUMO gap: 6.63 eV

---

Q: Which value of energy does entry 4 give?
A: -8821.41230 eV

---

Q: Number 7 is which compound?
A: C3H8NO2S

---

Repeat the fifth record exactly.
Density functional theory data (ωB97M-V with the def2-TZVPD basis set) for an isolated ion of composition C3H8NO2 and charge +1 at a distorted geometry.

ORCA input file:
```
! RIJCOSX wB97M-V def2-TZVPD def2/J DEFGRID3
* xyz 1 1
C 2.623 -0.245 -0.062
O 1.417 -0.017 0.662
C 0.206 -0.022 -0.065
O -0.411 -1.237 -0.341
C -1.024 -0.454 0.638
N -2.380 0.136 0.079
H 3.380 0.010 0.839
H 2.809 0.418 -0.866
H 2.671 -1.291 -0.434
H -0.035 0.692 -0.921
H -1.084 -0.866 1.633
H -2.485 1.209 0.096
H -3.209 -0.312 0.616
H -2.555 -0.268 -0.918
*
```

Summary:
* SMILES: CO[C@H]1O[C@@H]1[NH3+]
* energy: -8816.22311 eV
* HOMO-LUMO gap: 10.65 eV